ORCA calculation (the ωB97M-V functional and the def2-TZVPD basis) on a gas-phase ion, C6H7FN (charge +1).

Last column: Löwdin charge in e.
Element x y z (Å)
C: 1.995 0.756 -0.011  0.10
N: 0.737 -0.037 0.003  -0.04
C: -0.431 0.668 0.000  -0.01
C: -1.673 0.140 -0.096  -0.01
C: -1.966 -1.198 -0.077  -0.10
C: -1.033 -2.103 0.123  0.19
C: 0.669 -1.316 -0.001  -0.04
F: 1.690 -2.191 0.013  0.15
H: 1.942 1.129 0.959  0.11
H: 2.795 0.134 -0.170  0.08
H: 1.848 1.398 -0.852  0.12
H: -0.302 1.656 0.171  0.11
H: -2.481 0.736 0.027  0.10
H: -2.987 -1.387 -0.041  0.12
H: -0.871 -3.122 0.501  0.12

Computed properties:
total charge: +1
E_HOMO: -14.3 eV
energy relative to the best compared isomer or geometry (same formula, charge and spin): 227.0 kJ/mol
E: -387.07974 Eh
SMILES: C[n+]1ccccc1F
frontier orbital gap: 9.8 eV

=====

ORCA calculation (the ωB97M-V functional and the def2-TZVPD basis) on C3H7NO2 in the gas phase.

Last column: Löwdin charge in e.
Element x y z (Å)
C: 2.039 0.724 0.261  -0.10
O: 0.661 0.671 0.536  -0.15
C: -0.034 -0.228 -0.243  -0.20
C: -1.297 -0.645 0.508  -0.54
N: -2.322 -0.273 -0.289  0.14
O: -1.279 -1.216 1.581  0.07
H: 2.223 1.077 -0.764  0.09
H: 2.505 -0.263 0.397  0.09
H: 2.466 1.429 0.975  0.09
H: 0.555 -1.122 -0.487  0.13
H: -0.384 0.236 -1.303  0.14
H: -3.272 -0.522 -0.011  0.12
H: -1.860 0.130 -1.161  0.11

Computed properties:
E_HOMO: -9.7 eV
energy relative to the best compared isomer or geometry (same formula, charge and spin): 193.5 kJ/mol
E: -323.70727 Eh
SMILES: COCC(N)=O
frontier orbital gap: 10.5 eV

=====

ORCA calculation (the ωB97M-V functional and the def2-TZVPD basis) on a molecular structure, H2O4P2.

Last column: Löwdin charge in e.
Element x y z (Å)
O: 0.627 -2.095 -0.951  -0.54
O: -0.872 1.933 -2.073  -0.87
O: -1.336 -1.583 0.527  -0.51
O: 1.274 1.812 0.230  -0.63
P: 0.021 -1.222 0.130  0.13
P: 0.037 1.091 -0.167  0.52
H: 0.981 -0.998 1.276  -0.03
H: -0.732 1.062 1.028  -0.09

Computed properties:
total charge: -2
E_HOMO (spin up / spin down): 0.0 / 0.0 eV
energy relative to the best compared isomer or geometry (same formula, charge and spin): 386.4 kJ/mol
E: -984.80805 Eh
frontier orbital gap (spin up / spin down): 7.2 / 7.2 eV

=====

ORCA calculation (the ωB97M-V functional and the def2-TZVPD basis) on 2 unconnected molecules or ions with the total composition C6H11NOS.

Last column: Löwdin charge in e.
Element x y z (Å)
C: -0.013 1.805 -1.358  -0.37
S: 0.334 0.737 0.092  0.85
C: -1.130 -0.292 0.220  -0.78
C: -2.195 0.239 1.235  -0.11
C: -0.755 -1.788 0.489  -0.17
C: -1.486 -1.389 -0.739  -0.17
H: 0.875 1.570 -2.015  0.04
H: -0.161 2.880 -1.191  0.04
H: -0.844 1.324 -1.747  -0.01
H: -2.507 1.215 0.947  0.03
H: -1.678 0.392 2.218  0.08
H: -3.229 -0.342 1.099  0.12
H: -1.183 -2.337 1.482  0.16
H: 0.217 -2.119 0.259  0.06
H: -0.808 -1.432 -1.599  0.10
H: -2.600 -1.566 -0.987  0.13
N: 4.272 0.826 0.845  0.18
C: 4.185 -0.183 0.211  -0.44
O: 3.886 -1.237 -0.198  0.13
H: 4.819 1.694 0.737  0.10

Computed properties:
E_HOMO: -8.4 eV
energy relative to the best compared isomer or geometry (same formula, charge and spin): 219.7 kJ/mol
E: -763.32279 Eh
SMILES: CSC1(C)CC1.N=C=O
frontier orbital gap: 9.1 eV

=====

ORCA calculation (the ωB97M-V functional and the def2-TZVPD basis) on 26 unconnected molecules or ions with the total composition C33H63Cl50F2NO6P.

Last column: Löwdin charge in e.
Element x y z (Å)
O: -2.711 2.210 -4.013  0.14
C: -1.735 1.559 -4.036  -0.49
O: -0.513 2.205 -4.302  0.01
C: -1.656 0.070 -3.758  -0.12
C: -0.905 -0.277 -2.442  -0.17
C: 0.639 -0.297 -2.726  -0.10
C: 1.524 0.077 -1.507  -0.44
N: 2.053 1.475 -1.359  0.17
C: 2.521 2.023 -2.529  -0.51
O: 3.269 1.568 -3.273  0.20
F: 2.036 3.288 -2.776  0.09
C: 1.195 2.352 -0.630  -0.50
O: 1.616 3.003 0.214  0.23
F: -0.105 2.447 -0.931  0.14
C: 2.781 -0.923 -1.578  -0.33
O: 2.790 -1.905 -0.555  -0.37
P: 1.972 -1.108 0.772  0.43
O: 0.874 -0.237 -0.319  -0.29
H: -0.181 2.436 -3.419  0.08
H: -2.679 -0.344 -3.768  0.06
H: -1.074 -0.397 -4.575  0.02
H: -1.215 -1.291 -2.179  0.04
H: -1.166 0.355 -1.594  0.04
H: 0.883 0.245 -3.652  0.07
H: 0.864 -1.352 -2.937  0.10
H: 2.958 -1.384 -2.565  0.00
H: 3.719 -0.333 -1.451  -0.04
H: 2.929 -1.642 1.740  -0.06
H: 1.170 -2.321 0.816  -0.05
H: 1.179 -0.690 1.918  -0.06
H: 2.826 0.058 0.756  0.00
C: -0.745 5.276 0.500  -1.03
Cl: -0.092 5.879 2.026  0.52
Cl: -2.494 5.521 0.400  0.51
H: -0.270 5.807 -0.318  0.03
H: -0.535 4.220 0.429  -0.01
C: 7.067 0.629 -1.104  -0.99
Cl: 7.966 0.281 -2.592  0.49
Cl: 5.694 -0.460 -0.904  0.66
H: 7.737 0.514 -0.258  0.02
H: 6.699 1.649 -1.151  0.02
C: 0.917 3.111 4.345  -1.07
Cl: -0.721 3.196 5.012  0.49
Cl: 1.604 1.493 4.475  0.52
H: 0.887 3.393 3.296  -0.01
H: 1.554 3.797 4.899  -0.09
C: -3.808 3.071 7.700  -1.08
Cl: -4.065 2.741 5.981  0.50
Cl: -5.306 3.586 8.490  0.48
H: -3.453 2.166 8.180  0.00
H: -3.067 3.865 7.803  -0.07
C: 5.123 -1.635 -5.330  -0.98
Cl: 3.492 -1.649 -4.650  0.61
Cl: 5.852 -3.244 -5.274  0.49
H: 5.073 -1.304 -6.363  0.00
H: 5.737 -0.953 -4.749  0.02
C: -3.451 -1.415 0.486  -1.00
Cl: -2.973 0.281 0.327  0.56
Cl: -2.166 -2.501 -0.053  0.53
H: -3.671 -1.624 1.528  0.01
H: -4.335 -1.585 -0.121  -0.03
C: -0.531 -2.647 -7.189  -0.99
Cl: 0.101 -2.067 -5.649  0.52
Cl: -2.278 -2.381 -7.315  0.51
H: -0.035 -2.112 -7.993  0.03
H: -0.332 -3.709 -7.270  -0.03
C: -5.816 -0.334 -3.788  -0.99
Cl: -6.816 -1.243 -4.931  0.50
Cl: -4.863 -1.411 -2.763  0.57
H: -5.139 0.307 -4.345  0.02
H: -6.462 0.267 -3.158  0.03
C: -1.717 3.912 11.028  -1.01
Cl: -2.414 2.288 10.959  0.53
Cl: -2.241 4.903 9.659  0.57
H: -2.032 4.389 11.951  0.03
H: -0.629 3.828 11.001  -0.11
C: 1.714 1.277 10.960  -0.98
Cl: 2.888 1.696 9.711  0.51
Cl: 1.069 2.725 11.748  0.56
H: 0.893 0.732 10.504  0.03
H: 2.200 0.660 11.708  0.03
C: -1.031 -5.751 -4.162  -0.99
Cl: 0.253 -5.417 -5.332  0.55
Cl: -1.631 -4.270 -3.409  0.51
H: -1.850 -6.241 -4.673  -0.03
H: -0.636 -6.398 -3.385  0.02
C: -7.053 0.360 4.993  -1.03
Cl: -6.146 -0.043 3.532  0.51
Cl: -8.459 -0.698 5.193  0.51
H: -6.401 0.243 5.852  0.02
H: -7.393 1.387 4.923  0.03
C: 3.729 6.397 -3.222  -1.03
Cl: 5.344 5.873 -3.717  0.50
Cl: 3.259 7.894 -4.039  0.50
H: 3.015 5.621 -3.474  0.01
H: 3.728 6.567 -2.151  0.03
C: 4.704 3.931 4.645  -0.98
Cl: 4.356 4.940 3.239  0.53
Cl: 3.495 4.160 5.918  0.57
H: 4.691 2.888 4.341  0.03
H: 5.679 4.196 5.037  0.02
C: 3.225 6.057 8.986  -1.02
Cl: 1.702 5.176 9.128  0.50
Cl: 3.131 7.642 9.769  0.53
H: 4.009 5.478 9.462  0.03
H: 3.453 6.198 7.936  -0.01
C: -4.958 -5.355 -4.159  -1.01
Cl: -6.592 -5.254 -3.492  0.53
Cl: -4.325 -7.009 -4.069  0.53
H: -4.984 -5.047 -5.199  0.04
H: -4.306 -4.699 -3.593  -0.03
C: 2.823 1.664 -6.614  -0.99
Cl: 3.750 1.239 -8.065  0.51
Cl: 1.400 0.640 -6.436  0.54
H: 3.458 1.530 -5.744  0.00
H: 2.507 2.699 -6.688  0.03
C: 5.826 -0.551 -10.717  -1.07
Cl: 5.320 -1.589 -12.059  0.51
Cl: 6.442 -1.501 -9.362  0.52
H: 6.609 0.113 -11.065  0.03
H: 4.972 0.024 -10.381  -0.06
C: 6.170 -6.268 -2.649  -1.03
Cl: 7.432 -5.847 -3.820  0.47
Cl: 5.495 -4.837 -1.868  0.52
H: 5.374 -6.790 -3.170  0.02
H: 6.602 -6.911 -1.889  0.02
C: 0.375 -5.616 0.592  -1.00
Cl: 0.023 -4.577 -0.789  0.48
Cl: -0.842 -5.449 1.865  0.49
H: 0.390 -6.648 0.258  0.02
H: 1.345 -5.339 0.996  0.03
C: 3.521 1.024 -13.895  -1.02
Cl: 4.100 1.660 -12.351  0.54
Cl: 1.783 1.276 -14.091  0.51
H: 4.042 1.532 -14.699  0.03
H: 3.728 -0.041 -13.930  -0.01
C: -6.445 -4.141 4.492  -1.01
Cl: -5.539 -4.542 3.030  0.52
Cl: -7.851 -5.200 4.693  0.53
H: -5.794 -4.258 5.352  0.03
H: -6.788 -3.113 4.423  -0.02
C: 2.710 8.673 13.245  -1.05
Cl: 1.181 7.798 13.385  0.49
Cl: 2.624 10.256 14.030  0.50
H: 3.492 8.089 13.720  0.03
H: 2.940 8.815 12.194  -0.04
C: -8.618 -7.230 -5.666  -1.06
Cl: -7.724 -7.629 -7.139  0.49
Cl: -10.046 -8.258 -5.476  0.49
H: -7.966 -7.373 -4.812  -0.02
H: -8.936 -6.195 -5.721  0.02
C: -8.037 -6.419 8.072  -1.04
Cl: -6.961 -7.743 8.535  0.50
Cl: -7.449 -4.869 8.686  0.49
H: -8.089 -6.369 6.989  -0.05
H: -9.023 -6.609 8.482  0.03

Computed properties:
total charge: -1
E_HOMO: -4.8 eV
E: -25352.00653 Eh
frontier orbital gap: 6.3 eV

=====

ORCA calculation (the ωB97M-V functional and the def2-TZVPD basis) on C4H7ClO in the gas phase.

Last column: Löwdin charge in e.
Element x y z (Å)
C: -1.409 -0.932 0.205  -0.03
C: -0.601 0.251 -0.256  -0.53
O: -1.214 1.446 0.071  -0.03
C: 0.770 0.185 0.375  -0.16
C: 1.874 -0.018 -0.349  -0.57
Cl: 3.549 0.226 0.125  0.56
H: -2.428 -0.799 -0.104  0.07
H: -1.031 -1.828 -0.250  0.08
H: -1.311 -0.842 1.338  0.12
H: -0.335 0.344 -1.325  0.14
H: -0.514 2.145 -0.047  0.13
H: 0.896 0.413 1.514  0.15
H: 1.754 -0.591 -1.296  0.08

Computed properties:
E_HOMO: -9.6 eV
energy relative to the best compared isomer or geometry (same formula, charge and spin): 143.4 kJ/mol
E: -691.99131 Eh
SMILES: C[C@@H](O)/C=C/Cl
frontier orbital gap: 10.5 eV

=====

> Among the records above, which one has the highest E?

C3H7NO2